Entry 1:
Below is a cluster of 2 separate species, C24H47F5N4O7 in total in a non-equilibrium geometry, with properties calculated with ωB97M-V/def2-TZVPD.

Structure (XYZ):
```
87
C24H47F5N4O7 (ωB97M-V/def2-TZVPD)
C -2.737 -4.302 1.968
C -2.968 -3.960 0.514
O -3.203 -5.119 -0.305
C -3.186 -4.795 -1.669
C -1.816 -5.131 -2.246
O -0.831 -4.273 -1.687
C -0.596 -3.052 -2.320
C -0.870 -1.896 -1.366
O -0.075 -2.040 -0.203
C -0.137 -0.988 0.710
N 0.465 0.287 0.170
C -0.406 1.491 0.223
C -1.536 1.413 -0.807
O -2.325 2.596 -0.709
C -1.782 3.695 -1.330
O -1.094 4.458 -0.723
C -2.128 3.894 -2.787
C -1.086 3.239 -3.743
C 1.698 0.554 0.734
N 1.789 1.469 1.800
C 1.579 0.943 3.115
F 0.290 0.662 3.296
F 2.261 -0.212 3.319
C 2.033 1.984 4.179
F 1.744 3.192 3.785
F 3.340 1.907 4.342
F 1.457 1.761 5.302
N 2.773 0.010 0.230
C 2.681 -0.837 -0.979
C 2.661 -0.029 -2.278
O 2.393 -0.894 -3.380
C 4.124 0.206 0.784
C 4.973 1.237 0.012
C 4.320 2.617 -0.180
C 4.907 3.393 -1.374
N 4.247 3.008 -2.626
H -3.643 -4.672 2.447
H -2.407 -3.349 2.401
H -1.908 -5.018 2.058
H -3.821 -3.275 0.420
H -2.067 -3.443 0.158
H -3.976 -5.334 -2.204
H -3.352 -3.711 -1.790
H -1.556 -6.148 -1.939
H -1.805 -5.094 -3.346
H 0.453 -3.032 -2.657
H -1.230 -2.889 -3.205
H -0.707 -0.945 -1.896
H -1.933 -1.944 -1.080
H 0.431 -1.332 1.580
H -1.172 -0.789 1.039
H 0.202 2.369 -0.017
H -0.847 1.633 1.217
H -1.109 1.335 -1.817
H -2.183 0.549 -0.646
H -2.105 4.975 -2.949
H -3.138 3.540 -2.998
H -0.206 2.899 -3.188
H -0.731 3.970 -4.472
H -1.525 2.392 -4.274
H 2.634 2.032 1.756
H 1.798 -1.473 -0.920
H 3.557 -1.495 -0.966
H 3.638 0.420 -2.474
H 1.879 0.740 -2.246
H 2.023 -1.732 -3.076
H 4.617 -0.769 0.736
H 4.063 0.531 1.821
H 5.354 0.825 -0.929
H 5.852 1.384 0.652
H 4.530 3.223 0.712
H 3.228 2.569 -0.288
H 4.782 4.466 -1.177
H 5.974 3.152 -1.434
H 3.250 2.910 -2.481
H 4.403 3.701 -3.346
C -4.450 0.604 2.321
C -4.224 -0.588 3.268
C -3.453 -0.074 4.501
O -3.563 -1.605 2.657
H -3.488 0.990 1.975
H -5.030 0.283 1.452
H -4.994 1.430 2.803
H -5.243 -0.855 3.642
H -2.469 0.295 4.196
H -3.309 -0.885 5.219
H -3.980 0.742 5.016
```

Output
Orbital gap = 3.73 eV
Highest occupied orbital energy = -5.2 eV
Net charge = 0


Entry 2:
Below is a cluster of 6 separate species, C24H47FO8 in total in a non-equilibrium geometry, with properties calculated with ωB97M-V/def2-TZVPD.

Structure (XYZ):
```
80
C24H47FO8 (ωB97M-V/def2-TZVPD)
C 3.966 -2.422 -1.637
O 2.786 -2.972 -0.938
C 2.221 -1.978 -0.108
O 2.702 -1.861 1.053
O 1.138 -1.143 -0.458
C 0.371 -1.679 -1.576
C -0.285 -3.124 -1.280
F 0.169 -3.988 -2.359
H 3.655 -1.467 -2.179
H 4.371 -3.231 -2.323
H 4.715 -2.118 -0.834
H 1.037 -1.718 -2.511
H -0.524 -0.986 -1.794
H -0.037 -3.536 -0.249
H -1.431 -3.107 -1.361
C 0.599 -1.305 3.971
C 0.425 -2.562 4.795
C -1.032 -2.471 5.204
O -1.714 -1.775 4.151
C -0.736 -1.200 3.274
H 1.438 -1.347 3.275
H 0.746 -0.446 4.634
H 0.581 -3.444 4.164
H 1.105 -2.628 5.646
H -1.153 -1.889 6.124
H -1.489 -3.453 5.351
H -0.739 -1.776 2.342
H -1.008 -0.167 3.045
C -0.468 2.484 -2.503
C -1.960 2.289 -2.336
C -2.473 2.585 -3.731
O -1.436 2.199 -4.644
C -0.235 1.952 -3.901
H 0.131 1.971 -1.747
H -0.227 3.552 -2.463
H -2.173 1.248 -2.073
H -2.405 2.931 -1.574
H -2.659 3.656 -3.869
H -3.390 2.040 -3.965
H -0.063 0.870 -3.891
H 0.611 2.434 -4.398
C -5.739 0.882 0.371
C -4.870 0.198 1.406
C -4.041 -0.738 0.548
O -3.891 -0.108 -0.727
C -4.787 1.003 -0.803
H -6.139 1.843 0.698
H -6.581 0.234 0.106
H -4.221 0.935 1.890
H -5.433 -0.321 2.182
H -4.553 -1.694 0.393
H -3.055 -0.936 0.976
H -4.191 1.919 -0.736
H -5.304 0.993 -1.765
C 0.236 6.767 -1.240
C -0.430 7.508 -2.378
C -1.866 7.037 -2.262
O -2.103 6.768 -0.873
C -0.848 6.776 -0.180
H 1.166 7.227 -0.901
H 0.454 5.738 -1.543
H -0.374 8.587 -2.202
H 0.009 7.300 -3.355
H -2.026 6.105 -2.816
H -2.582 7.781 -2.619
H -0.805 7.688 0.424
H -0.791 5.913 0.487
C 6.042 -4.924 2.070
C 4.554 -5.110 2.273
C 4.004 -4.778 0.900
O 5.013 -5.152 -0.052
C 6.232 -5.427 0.651
H 6.655 -5.460 2.797
H 6.294 -3.860 2.126
H 4.341 -6.156 2.519
H 4.136 -4.482 3.062
H 3.826 -3.711 0.794
H 3.076 -5.311 0.680
H 6.392 -6.511 0.633
H 7.068 -4.943 0.142
```

Output
Orbital gap = 9.77 eV
Highest occupied orbital energy = -9.2 eV
Net charge = 0
Structure (SMILES) = COC(=O)OCCF.C1CCOC1.C1CCOC1.C1CCOC1.C1CCOC1.C1CCOC1


Entry 3:
Below is a structure of composition C24H47N6O4SZr, with properties calculated with ωB97M-V/def2-TZVPD.

Structure (XYZ):
```
83
C24H47N6O4SZr (ωB97M-V/def2-TZVPD)
Zr 0.212 0.072 -2.020
C -0.799 -3.689 0.028
C 0.070 -2.556 -0.521
C 1.562 -3.030 -0.560
C 2.750 -2.311 0.142
C 3.885 -3.337 0.239
C 2.423 -1.780 1.521
N 3.353 -1.182 -0.777
C 3.595 0.248 -0.347
C 2.444 1.199 -0.020
N 1.487 1.589 -1.106
C 2.129 2.269 -2.300
C 1.718 1.653 -3.651
O 2.422 1.592 -4.590
O 0.407 1.157 -3.623
C 0.285 2.388 -0.489
C 0.786 3.591 0.305
C -0.799 2.818 -1.523
C -2.151 2.040 -1.607
C -2.886 2.087 -0.276
C -2.980 2.670 -2.720
N -1.935 0.553 -2.049
C -2.495 -0.600 -1.264
C -2.006 -1.906 -1.906
N -0.497 -2.058 -1.876
C 0.032 -2.792 -3.056
C 1.420 -2.274 -3.424
O 2.224 -2.826 -4.085
O 1.657 -1.058 -2.802
H -0.329 -4.095 0.922
H -0.894 -4.501 -0.696
H -1.787 -3.353 0.332
H -0.045 -1.712 0.183
H 1.882 -3.330 -1.556
H 1.543 -3.982 -0.030
H 3.594 -4.151 0.900
H 4.783 -2.879 0.661
H 4.129 -3.765 -0.737
H 2.128 -2.628 2.143
H 1.600 -1.071 1.565
H 3.302 -1.341 1.995
H 2.843 -1.176 -1.668
H 4.282 -1.521 -1.026
H 4.228 0.660 -1.133
H 4.206 0.209 0.553
H 2.950 2.101 0.329
H 1.840 0.837 0.813
H 3.210 2.211 -2.225
H 1.852 3.324 -2.302
H -0.150 1.678 0.233
H 1.349 4.281 -0.326
H 1.391 3.310 1.163
H -0.079 4.132 0.686
H -0.392 2.938 -2.521
H -1.099 3.823 -1.227
H -3.047 3.135 -0.018
H -2.336 1.616 0.541
H -3.869 1.623 -0.351
H -3.169 3.720 -2.497
H -3.948 2.171 -2.806
H -2.463 2.621 -3.682
H -2.314 0.488 -2.992
H -3.585 -0.593 -1.276
H -2.179 -0.512 -0.220
H -2.291 -1.918 -2.958
H -2.499 -2.754 -1.443
H -0.631 -2.639 -3.908
H 0.099 -3.868 -2.887
S -0.776 -0.087 1.972
C -1.497 0.372 3.483
N -0.816 1.091 4.364
C -1.328 1.471 5.690
C -2.843 1.545 5.638
C -3.396 0.257 5.058
N -2.731 -0.017 3.774
H 0.125 1.331 4.109
H -0.892 2.434 5.948
H -0.992 0.740 6.427
H -3.154 2.395 5.028
H -3.238 1.697 6.640
H -4.464 0.332 4.867
H -3.230 -0.584 5.734
H -3.183 -0.599 3.092
```

Output
Orbital gap = 7.09 eV
Highest occupied orbital energy = -16.5 eV
Net charge = +3


Entry 4:
Below is a structure of composition C24H47OSi4Tm in a non-equilibrium geometry, with properties calculated with ωB97M-V/def2-TZVPD.

Structure (XYZ):
```
77
C24H47OSi4Tm (ωB97M-V/def2-TZVPD)
Tm 0.117 0.343 -1.254
C -1.167 2.430 -1.214
C 0.201 2.838 -1.366
C 0.640 2.419 -2.653
H 0.784 3.391 -0.631
C -0.444 1.753 -3.302
C -1.568 1.767 -2.410
H -2.539 1.331 -2.603
H -1.790 2.631 -0.342
H 1.580 2.671 -3.135
H -0.406 1.367 -4.331
C -0.028 -2.192 -1.331
C -1.303 -1.691 -1.779
C -1.114 -1.148 -3.088
H -2.233 -1.708 -1.229
C 0.260 -1.274 -3.421
C 0.935 -1.909 -2.343
H 1.973 -2.254 -2.357
H 0.159 -2.734 -0.409
H -1.893 -0.760 -3.734
H 0.706 -1.038 -4.392
O 2.021 0.891 -0.517
C 3.209 -0.014 -4.555
C 3.459 0.682 -3.323
C 2.530 0.659 -5.669
C 3.679 -1.370 -4.834
C 3.152 0.902 -1.290
H 3.371 1.787 -3.452
H 4.518 0.475 -3.019
H 3.872 0.094 -1.011
H 3.664 1.914 -1.266
H 3.003 0.400 -6.660
H 2.505 1.749 -5.543
H 1.479 0.298 -5.732
H 4.514 -1.391 -5.595
H 2.848 -1.937 -5.285
H 4.026 -1.888 -3.929
C -2.302 3.111 2.280
Si -2.642 1.252 2.368
C -3.138 1.014 4.180
C -4.056 0.765 1.217
Si -0.953 -0.140 1.531
Si 0.962 0.416 2.733
C 0.694 0.154 4.579
C 2.392 -0.646 2.114
C 1.407 2.203 2.332
Si -1.523 -2.268 2.403
C -2.350 -2.293 4.110
C -2.737 -3.105 1.221
C 0.023 -3.339 2.578
H -3.098 3.619 2.849
H -2.328 3.512 1.260
H -1.343 3.388 2.734
H -3.876 1.798 4.415
H -3.604 0.043 4.381
H -2.289 1.141 4.865
H -3.804 0.922 0.157
H -4.353 -0.288 1.341
H -4.930 1.394 1.454
H 0.431 -0.884 4.838
H 1.646 0.388 5.085
H -0.078 0.815 5.000
H 2.640 -0.382 1.071
H 3.269 -0.431 2.743
H 2.191 -1.722 2.164
H 1.771 2.281 1.296
H 0.578 2.906 2.470
H 2.226 2.501 3.005
H -3.415 -2.028 4.046
H -2.290 -3.319 4.509
H -1.871 -1.624 4.837
H -2.269 -3.355 0.261
H -3.080 -4.044 1.680
H -3.621 -2.487 1.021
H 0.537 -3.506 1.621
H 0.753 -2.924 3.288
H -0.291 -4.323 2.964
```

Output
2S+1 = 3
Orbital gap (alpha / beta) = 2.94 / 2.94 eV
⟨S²⟩ = 2.00
Highest occupied orbital energy (alpha / beta) = 1.6 / 1.6 eV
Net charge = -2